58
Properties=species:S:1:pos:R:3 method="wB97M-V/def2-TZVPD" spin_multiplicity=2 homo_ev="-4.22 / -4.33" charge=-1 lumo_ev="2.8 / 2.8" de_lowest_kcal_mol=0.00 s2=0.768 homo_lumo_gap_ev="7.04 / 7.09"
Cu -1.21503 0.04631 -0.22403
C -3.38662 -0.71072 0.70377
C -3.53441 -1.27248 -0.59027
C -3.32373 -0.25346 -1.51585
C -3.04294 0.97810 -0.81001
C -3.10796 0.69116 0.57174
C -2.95128 1.65035 1.71181
C -2.99772 2.32015 -1.47341
C -3.30568 -0.38043 -3.00318
C -3.73245 -2.72174 -0.91212
C -3.39587 -1.44395 1.99955
H -3.90590 1.86574 2.20561
H -2.53269 2.59839 1.37292
H -2.27188 1.25832 2.47261
H -3.95136 2.53890 -1.96740
H -2.21266 2.39636 -2.22814
H -2.81298 3.11453 -0.74986
H -4.13177 0.17090 -3.46643
H -3.38936 -1.42236 -3.31536
H -2.37833 0.01763 -3.42255
H -4.66164 -2.90371 -1.46140
H -3.77071 -3.32875 -0.00732
H -2.91624 -3.12116 -1.52060
H -3.82752 -0.83795 2.80026
H -2.36876 -1.69570 2.28264
H -3.96879 -2.37053 1.93645
C 2.37694 -1.70816 1.61772
Si 0.81538 -0.81385 2.17253
C 1.27360 0.98642 2.47739
C 0.34823 -1.55858 3.84078
O -0.38951 -0.98597 1.12721
H 3.16329 -1.63020 2.37598
H 2.76278 -1.28309 0.68879
H 2.17329 -2.76767 1.44155
H 2.26191 1.07418 2.94017
H 0.54815 1.46911 3.13947
H 1.28254 1.54521 1.53858
H 1.15895 -1.46474 4.56946
H 0.10751 -2.61985 3.73492
H -0.53246 -1.05540 4.24982
C 6.55994 0.31465 -1.11905
C 5.09279 0.55461 -1.35167
C 4.52150 1.80121 -1.11189
C 3.16393 2.01426 -1.28587
C 2.35304 0.97159 -1.70876
C 2.90256 -0.27863 -1.95092
C 4.26492 -0.47813 -1.77509
S 0.61049 1.21905 -1.93392
O 0.43496 1.98628 -3.14411
O 0.05155 -0.14768 -1.98347
O 0.13649 1.87628 -0.71624
H 7.11860 1.25084 -1.10046
H 6.98610 -0.31648 -1.90034
H 6.72496 -0.18978 -0.16415
H 5.14977 2.61795 -0.77340
H 2.73208 2.98469 -1.07717
H 2.25547 -1.09020 -2.25129
H 4.68451 -1.46181 -1.95601


49
Properties=species:S:1:pos:R:3 method="wB97M-V/def2-TZVPD" spin_multiplicity=2 homo_ev="-5.65 / -4.69" charge=0 lumo_ev="0.4 / 0.4" de_lowest_kcal_mol=0.00 s2=0.789 homo_lumo_gap_ev="6.01 / 5.04"
V -0.20659 -0.63677 0.58016
N -0.35630 1.56663 1.07064
C -1.53153 1.89917 1.87940
C -2.69150 1.01855 1.44568
N -2.29600 -0.39188 1.39007
C -2.45514 -1.18139 2.62057
C -1.21302 -1.13889 3.49851
N -0.02140 -1.45098 2.69557
H 0.49328 1.92754 1.49156
H -0.41353 1.96959 0.13826
H -1.81934 2.95270 1.80247
H -1.27951 1.71530 2.92440
H -2.98837 1.30379 0.43423
H -3.55454 1.17495 2.10463
H -2.80921 -0.83946 0.64030
H -2.62103 -2.21329 2.30744
H -3.32979 -0.85821 3.19817
H -1.35379 -1.83159 4.33580
H -1.07610 -0.14490 3.92706
H -0.02600 -2.42766 2.41240
H 0.82170 -1.29274 3.23323
C -2.44044 -3.94700 -0.65154
C -1.59781 -2.70417 -0.81781
O -0.81752 -2.43596 0.20289
C -1.64460 -2.00324 -1.99742
C -0.80552 -0.89657 -2.34372
C -0.54839 -0.57168 -3.78433
N -0.23679 -0.23374 -1.37371
N 0.77553 0.67301 -1.75689
C 1.73047 0.62281 -0.87016
O 1.73064 -0.12933 0.18608
C 2.91640 1.51135 -1.06895
C 2.98787 2.38522 -2.15230
C 4.08778 3.21134 -2.31228
C 5.13053 3.17183 -1.39454
C 5.06590 2.30109 -0.31743
C 3.96291 1.47420 -0.15413
H -2.58418 -4.15909 0.40759
H -1.94128 -4.81190 -1.09458
H -3.41267 -3.84836 -1.13452
H -2.28000 -2.41292 -2.77441
H -1.28889 -1.06377 -4.41431
H 0.44220 -0.90992 -4.09359
H -0.57825 0.50436 -3.95274
H 2.17279 2.40233 -2.86269
H 4.13450 3.88690 -3.15713
H 5.99088 3.81662 -1.52241
H 5.87762 2.26135 0.39816
H 3.89804 0.78477 0.67634


13
Properties=species:S:1:pos:R:3 method="wB97M-V/def2-TZVPD" spin_multiplicity=1 homo_ev=-8.58 charge=0 lumo_ev=-0.5 de_lowest_kcal_mol=82.43 homo_lumo_gap_ev=8.06 smiles="C=C1S[C@H]1C=C=C=N"
C 1.43610 1.72336 0.33675
C 1.48614 0.42542 0.25489
S 1.46372 -1.09476 1.01982
C 1.20676 -0.54756 -0.72334
C -0.16737 -0.70163 -1.21947
C -1.19125 -0.52835 -0.39875
C -2.14718 -0.60669 0.42818
N -3.14515 -0.79438 1.14379
H 1.11065 2.19341 -0.53985
H 1.32609 2.33951 1.18457
H 2.17883 -0.89143 -1.37190
H -0.43459 -0.96052 -2.27525
H -3.12277 -0.55639 2.16056


90
Properties=species:S:1:pos:R:3 method="wB97M-V/def2-TZVPD" spin_multiplicity=1 homo_ev=-7.72 charge=0 lumo_ev=-0.2 de_lowest_kcal_mol=50.04 homo_lumo_gap_ev=7.47 smiles="CCOB(O)[C@@H]1C(=O)N[C@H](CCC(F)=C(F)F)[C@@H]1N(C(C)=O)C(C)=O.CCO.CCO.CCO.CCO.CCO"
C 3.44834 -2.51904 0.18628
C 2.80624 -2.34329 -1.18097
O 1.41359 -1.92453 -0.94836
B 1.08743 -1.04761 -1.94719
O 1.10453 -1.49775 -3.28124
C 0.63575 0.46900 -1.69172
C 1.36084 0.80944 -0.32419
O 2.47518 0.62127 -0.03051
N 0.41480 1.45907 0.58752
C -0.59366 1.94806 -0.36722
C -1.70595 2.87600 0.13724
C -1.09395 3.86419 1.18047
C -0.32853 4.98337 0.53688
F 0.16754 5.95561 1.35603
C -0.06378 5.14874 -0.80135
F 1.14676 4.88146 -1.26230
F -0.92663 5.54986 -1.68590
C -0.87573 0.74101 -1.29929
N -1.53957 -0.46157 -0.79424
C -2.47130 -0.19658 0.28339
C -2.06839 -0.57511 1.71978
O -3.54566 0.24969 0.12031
C -2.33952 -1.17506 -1.82057
C -3.26626 -0.47187 -2.80129
O -2.21255 -2.33760 -1.86956
H 3.04687 -3.44758 0.61177
H 3.17221 -1.72749 0.89240
H 4.53937 -2.52886 0.12090
H 2.76378 -3.29135 -1.72530
H 3.30033 -1.57039 -1.78959
H 1.82394 -1.09660 -3.78705
H 0.93355 1.10657 -2.53159
H 0.13091 0.64811 1.14408
H 0.04088 2.56819 -1.01515
H -2.07873 3.48719 -0.69321
H -2.52563 2.38147 0.66190
H -1.96081 4.31838 1.69337
H -0.54146 3.33405 1.96009
H -1.27246 1.22318 -2.20970
H -1.32449 -1.37977 1.62603
H -1.62558 0.28477 2.23321
H -2.94909 -0.98251 2.21660
H -3.23587 -1.06150 -3.72356
H -3.02670 0.57165 -2.99852
H -4.28369 -0.60091 -2.41317
C 7.66541 -5.73159 -0.66153
C 6.67025 -4.69128 -1.14173
O 5.38745 -4.90854 -0.56410
H 7.32009 -6.73436 -0.91664
H 8.64742 -5.57245 -1.11101
H 7.76903 -5.69371 0.42577
H 6.55378 -4.74555 -2.22368
H 7.01096 -3.68267 -0.88085
H 5.48423 -4.85035 0.39280
C -0.56061 -4.57977 -2.80789
C 0.42372 -5.69510 -2.50658
O 1.09422 -5.46217 -1.26960
H -0.04961 -3.62435 -2.85297
H -1.06741 -4.75423 -3.76030
H -1.31110 -4.50536 -2.02187
H 1.18661 -5.75650 -3.28328
H -0.09091 -6.66125 -2.45265
H 0.42377 -5.41693 -0.57938
C -1.07597 3.27788 6.59901
C -0.85477 3.89844 5.23321
O -1.65867 3.25630 4.24489
H -0.83766 2.21303 6.57714
H -0.45421 3.76291 7.35299
H -2.12351 3.36650 6.89936
H 0.18460 3.79072 4.93036
H -1.09997 4.96443 5.24746
H -2.58205 3.35414 4.50181
C 2.65336 5.88938 3.42569
C 2.50315 6.54115 4.79035
O 1.99647 5.60366 5.73438
H 1.69927 5.50230 3.07295
H 3.03449 6.60201 2.69220
H 3.34193 5.04162 3.48106
H 1.80313 7.37474 4.74660
H 3.46772 6.91940 5.14516
H 2.61947 4.86983 5.77746
C -6.58220 -3.06681 -4.12224
C -7.46816 -1.91881 -3.67435
O -7.02306 -0.68446 -4.23205
H -5.54747 -2.88935 -3.82422
H -6.91526 -4.01131 -3.68879
H -6.59182 -3.15991 -5.21121
H -7.44006 -1.81558 -2.59016
H -8.50597 -2.09088 -3.97793
H -7.05691 -0.76848 -5.19118


58
Properties=species:S:1:pos:R:3 method="wB97M-V/def2-TZVPD" spin_multiplicity=1 homo_ev=-7.68 charge=0 lumo_ev=0.5 de_lowest_kcal_mol=39.98 homo_lumo_gap_ev=8.20 smiles="CCOC(=O)CN(C(=O)CSc1nnc(CNc2ccc(C)cc2C)o1)c1ccccc1"
C -3.92087 -1.81440 2.27465
C -2.59170 -2.52875 2.09039
O -1.49479 -1.63103 2.29870
C -1.12063 -0.88686 1.27230
O -1.50953 -1.01315 0.13878
C -0.00966 0.08795 1.67162
N -0.30008 1.38035 1.06856
C -1.59144 1.76632 1.19668
O -2.39146 1.05129 1.77099
C -2.02272 3.09313 0.61298
S -3.58908 2.81930 -0.30273
C -3.20261 1.36761 -1.16503
N -4.02941 0.42147 -1.46900
N -3.35241 -0.44510 -2.24361
C -2.14776 0.00032 -2.37264
C -1.05769 -0.62797 -3.17878
N -0.33408 -1.66205 -2.47800
C 0.75992 -1.42286 -1.66406
C 1.56664 -0.29495 -1.79541
C 2.68732 -0.11538 -1.00616
C 3.04226 -1.05149 -0.04918
C 4.24569 -0.85470 0.82412
C 2.25873 -2.19643 0.05789
C 1.14287 -2.40704 -0.73118
C 0.35641 -3.67762 -0.59328
O -1.97808 1.17499 -1.71365
C 0.78078 2.14499 0.56844
C 1.87465 2.37924 1.39478
C 2.95071 3.11330 0.93045
C 2.94587 3.61973 -0.35810
C 1.86536 3.37315 -1.18785
C 0.78925 2.63141 -0.73393
H -4.73674 -2.51697 2.13189
H -4.01122 -1.01055 1.54879
H -3.98103 -1.38573 3.27121
H -2.52418 -2.94577 1.08043
H -2.45318 -3.32003 2.83044
H 0.01916 0.14652 2.76403
H 0.94053 -0.27820 1.27775
H -1.28449 3.56772 -0.02643
H -2.30189 3.76719 1.42374
H -0.37121 0.14528 -3.52426
H -1.53849 -1.09194 -4.04724
H -0.96382 -2.35565 -2.10068
H 1.33366 0.46354 -2.52576
H 3.28710 0.77417 -1.13542
H 5.10980 -1.36554 0.39779
H 4.48723 0.20259 0.91166
H 4.07485 -1.26237 1.81879
H 2.53266 -2.95027 0.78398
H 0.37043 -4.24057 -1.52668
H -0.68269 -3.46645 -0.33931
H 0.77791 -4.30091 0.19154
H 1.87800 1.98888 2.40089
H 3.79469 3.29212 1.57978
H 3.78547 4.19460 -0.71828
H 1.86512 3.74841 -2.20043
H -0.03016 2.40512 -1.39694


25
Properties=species:S:1:pos:R:3 method="wB97M-V/def2-TZVPD" spin_multiplicity=1 homo_ev=-3.95 charge=-1 lumo_ev=3.5 de_lowest_kcal_mol=9.98 homo_lumo_gap_ev=7.49
C 0.49949 0.38448 -2.56256
N 0.13995 -0.29407 -1.27064
C -1.19607 0.25088 -0.89409
C 1.17476 -0.05729 -0.25211
C 1.03524 1.19051 0.65010
O 0.16208 0.98697 1.68793
H 1.57028 0.57916 -2.55816
H -0.01435 1.29804 -2.86878
H 0.34948 -0.36389 -3.35419
H -1.47924 -0.25141 0.02235
H -1.81866 0.05910 -1.77280
H -1.20829 1.33825 -0.79907
H 1.01895 -0.84015 0.50353
H 2.16971 -0.14502 -0.68637
H 0.64328 2.06127 0.05744
H 2.06028 1.44980 0.98514
H 0.19861 -3.46613 -1.04224
H 0.47426 -2.23431 -1.87850
O 0.37134 -3.20739 -1.95195
H 0.25401 -1.93561 2.20405
H -1.11310 -1.36516 1.94184
O -0.68171 -2.11875 2.37157
H -0.81202 3.61082 1.67059
H -0.72002 2.12884 2.01142
O -1.39517 2.93663 2.02815


42
Properties=species:S:1:pos:R:3 method="wB97M-V/def2-TZVPD" spin_multiplicity=1 homo_ev=-7.96 charge=0 lumo_ev=0.4 de_lowest_kcal_mol=5.13 homo_lumo_gap_ev=8.34 smiles=Cc1ccccc1Nc1nc(CSc2nnnn2-c2ccccc2)cs1
C -0.49084 -5.65131 -1.20847
C -0.69184 -4.45222 -0.32577
C -1.21338 -4.60467 0.94915
C -1.41044 -3.51887 1.78505
C -1.08016 -2.25045 1.34341
C -0.55786 -2.06827 0.07692
C -0.36156 -3.16022 -0.76238
N 0.16364 -3.01361 -2.04760
C 0.53209 -1.88404 -2.68029
N 0.47536 -0.67431 -2.24195
C 0.93398 0.23149 -3.14765
C 0.91377 1.66453 -2.74275
S 0.49632 1.69808 -0.96777
C 0.56151 3.40503 -0.74063
N 0.79751 4.28043 -1.69949
N 0.78088 5.47357 -1.12649
N 0.55616 5.39657 0.11112
N 0.40337 4.09513 0.43105
C 0.15632 3.69431 1.74898
C 0.30095 4.64830 2.75325
C 0.06704 4.29676 4.06809
C -0.30818 3.00182 4.38874
C -0.45531 2.05951 3.38545
C -0.22817 2.39686 2.06288
C 1.36186 -0.28570 -4.32506
S 1.18471 -2.00879 -4.32782
H -1.07560 -5.56810 -2.12573
H 0.56019 -5.77329 -1.47471
H -0.80967 -6.55204 -0.69067
H -1.47092 -5.59607 1.29333
H -1.81920 -3.66631 2.77308
H -1.22889 -1.39439 1.98391
H -0.29732 -1.08477 -0.27432
H 0.28381 -3.86599 -2.57391
H 0.15138 2.23454 -3.27562
H 1.87914 2.15120 -2.88138
H 0.59251 5.65083 2.48346
H 0.18051 5.03703 4.84532
H -0.48713 2.72876 5.41756
H -0.75124 1.05074 3.63004
H -0.35538 1.65760 1.28893
H 1.76008 0.22034 -5.17923


18
Properties=species:S:1:pos:R:3 method="wB97M-V/def2-TZVPD" spin_multiplicity=1 homo_ev=-2.40 charge=-1 lumo_ev=4.1 de_lowest_kcal_mol=27.26 homo_lumo_gap_ev=6.45 smiles=CN[C@@H](CN)C[S-]
C 0.98379 1.01813 2.05838
N 0.48778 1.39278 0.74768
C -0.21768 0.47893 -0.19047
C -0.74354 1.29393 -1.37072
N -1.67976 0.47599 -2.17573
C 0.55947 -0.82387 -0.49725
S 0.31400 -2.11923 0.65654
H 0.33601 0.25360 2.47766
H 1.00687 1.90764 2.71210
H 2.02012 0.67437 1.96172
H 1.22198 1.84855 0.21494
H -1.10058 0.20413 0.40950
H -1.33737 2.11389 -0.97880
H 0.11181 1.63296 -1.96543
H -1.32929 -0.47316 -2.23736
H -2.53156 0.35644 -1.64255
H 0.45497 -0.95016 -1.59568
H 1.62781 -0.54041 -0.40499


Copy entry 7 word for word.
42
Properties=species:S:1:pos:R:3 method="wB97M-V/def2-TZVPD" spin_multiplicity=1 homo_ev=-7.96 charge=0 lumo_ev=0.4 de_lowest_kcal_mol=5.13 homo_lumo_gap_ev=8.34 smiles=Cc1ccccc1Nc1nc(CSc2nnnn2-c2ccccc2)cs1
C -0.49084 -5.65131 -1.20847
C -0.69184 -4.45222 -0.32577
C -1.21338 -4.60467 0.94915
C -1.41044 -3.51887 1.78505
C -1.08016 -2.25045 1.34341
C -0.55786 -2.06827 0.07692
C -0.36156 -3.16022 -0.76238
N 0.16364 -3.01361 -2.04760
C 0.53209 -1.88404 -2.68029
N 0.47536 -0.67431 -2.24195
C 0.93398 0.23149 -3.14765
C 0.91377 1.66453 -2.74275
S 0.49632 1.69808 -0.96777
C 0.56151 3.40503 -0.74063
N 0.79751 4.28043 -1.69949
N 0.78088 5.47357 -1.12649
N 0.55616 5.39657 0.11112
N 0.40337 4.09513 0.43105
C 0.15632 3.69431 1.74898
C 0.30095 4.64830 2.75325
C 0.06704 4.29676 4.06809
C -0.30818 3.00182 4.38874
C -0.45531 2.05951 3.38545
C -0.22817 2.39686 2.06288
C 1.36186 -0.28570 -4.32506
S 1.18471 -2.00879 -4.32782
H -1.07560 -5.56810 -2.12573
H 0.56019 -5.77329 -1.47471
H -0.80967 -6.55204 -0.69067
H -1.47092 -5.59607 1.29333
H -1.81920 -3.66631 2.77308
H -1.22889 -1.39439 1.98391
H -0.29732 -1.08477 -0.27432
H 0.28381 -3.86599 -2.57391
H 0.15138 2.23454 -3.27562
H 1.87914 2.15120 -2.88138
H 0.59251 5.65083 2.48346
H 0.18051 5.03703 4.84532
H -0.48713 2.72876 5.41756
H -0.75124 1.05074 3.63004
H -0.35538 1.65760 1.28893
H 1.76008 0.22034 -5.17923